# 1
A structure of composition C36H32BCo2F3O8 at a distorted geometry, computed with the ωB97M-V functional and the def2-TZVPD basis.

Geometry (Å):
O1 6.523 4.230 -5.482
C1 5.642 3.649 -5.028
Co1 4.250 2.830 -4.348
C2 3.423 4.241 -3.746
O2 2.831 5.131 -3.313
C3 3.179 2.451 -5.680
O3 2.415 2.233 -6.521
C4 3.949 1.603 -2.743
C5 2.755 0.890 -2.775
C6 1.466 1.128 -2.373
C7 0.323 0.747 -3.193
C8 -0.898 1.471 -3.073
C9 -2.015 1.118 -3.827
C10 -1.927 0.080 -4.758
C11 -0.723 -0.622 -4.915
C12 0.384 -0.293 -4.132
Co2 4.052 0.103 -3.667
C13 5.699 0.283 -4.238
O4 6.778 0.303 -4.642
C14 3.519 -0.528 -5.279
O5 3.350 -1.015 -6.308
C15 4.050 -1.387 -2.702
O6 3.993 -2.326 -2.036
H1 4.445 1.969 -1.828
H2 1.381 1.959 -1.670
H3 -0.955 2.321 -2.388
H4 -2.937 1.699 -3.724
H5 -2.774 -0.146 -5.408
H6 -0.626 -1.392 -5.678
H7 1.328 -0.836 -4.258
C16 -1.492 -3.455 4.112
C17 -1.348 -1.970 4.028
C18 -2.432 -1.279 4.885
C19 0.116 -1.368 4.299
C20 0.370 -0.968 5.741
C21 1.207 -2.301 3.807
O7 0.137 -0.179 3.491
B1 -1.118 -0.257 2.911
C22 -1.958 0.941 2.501
C23 -3.222 0.743 1.925
C24 -4.084 1.820 1.803
C25 -3.655 3.071 2.218
C26 -4.578 4.244 2.046
F1 -4.351 5.225 2.971
F2 -4.419 4.826 0.806
F3 -5.895 3.894 2.148
C27 -2.391 3.291 2.743
C28 -1.521 2.223 2.862
C29 0.516 -0.347 0.212
C30 -0.357 0.823 0.035
C31 0.106 -1.683 -0.003
C32 1.134 -2.679 -0.065
C33 0.883 -3.925 -0.624
C34 -0.419 -4.294 -0.960
C35 -1.485 -3.417 -0.727
C36 -1.242 -2.137 -0.228
O8 -1.581 -1.553 2.688
H8 -1.250 -3.763 5.138
H9 -2.537 -3.713 3.910
H10 -0.842 -3.972 3.400
H11 -2.368 -1.635 5.917
H12 -2.364 -0.175 4.873
H13 -3.415 -1.545 4.471
H14 0.282 -1.857 6.381
H15 1.389 -0.567 5.835
H16 -0.348 -0.211 6.086
H17 1.257 -3.197 4.445
H18 1.032 -2.596 2.763
H19 2.169 -1.776 3.863
H20 -3.558 -0.253 1.638
H21 -5.082 1.674 1.407
H22 -2.085 4.275 3.073
H23 -0.528 2.364 3.284
H24 1.245 -0.199 1.024
H25 -0.094 1.732 0.597
H26 0.073 0.941 -0.953
H27 -1.448 0.747 -0.135
H28 2.149 -2.377 0.213
H29 1.722 -4.607 -0.784
H30 -0.610 -5.281 -1.373
H31 -2.511 -3.733 -0.936
H32 -2.082 -1.460 -0.031

orbital gap: 3.970 eV
HOMO level: -6.783 eV
relative energy (zero: lowest compared OMol25 entry of this formula, charge and spin): 19.9 kcal/mol



# 2
A structure of composition C3H4 at a distorted geometry, computed with the ωB97M-V functional and the def2-TZVPD basis.

Geometry (Å):
C1 -0.250 0.624 -0.320
C2 -0.093 -1.667 -0.047
C3 0.397 -0.360 0.430
H1 -1.367 0.559 -0.302
H2 1.511 -0.157 0.599
H3 0.073 1.086 -1.561
H4 -0.271 -0.085 1.201

orbital gap (alpha / beta): 7.614 / 9.448 eV
spin multiplicity: 3
HOMO level (alpha / beta): -8.090 / -10.485 eV
relative energy (zero: lowest compared OMol25 entry of this formula, charge and spin): 18.9 kcal/mol



# 3
A cluster of 10 separate species, C51H121N7O10 in total at a distorted geometry, computed with the ωB97M-V functional and the def2-TZVPD basis.

Geometry (Å):
C1 1.511 1.995 -2.573
C2 2.486 3.186 -2.534
C3 3.642 2.886 -1.559
C4 3.092 3.352 -3.906
C5 2.166 4.006 -4.934
C6 1.674 5.344 -4.404
C7 1.035 5.301 -2.989
C8 0.987 6.740 -2.480
C9 -0.423 4.808 -3.136
N1 1.798 4.410 -2.120
O1 1.357 4.438 -0.786
H1 0.927 1.877 -1.652
H2 0.769 2.131 -3.362
H3 1.986 1.029 -2.757
H4 3.176 2.906 -0.570
H5 4.074 1.896 -1.691
H6 4.394 3.671 -1.575
H7 3.975 4.001 -3.850
H8 3.426 2.400 -4.325
H9 2.700 4.105 -5.878
H10 1.333 3.308 -5.072
H11 0.936 5.733 -5.111
H12 2.514 6.041 -4.468
H13 0.340 7.359 -3.098
H14 1.961 7.228 -2.404
H15 0.598 6.715 -1.458
H16 -0.437 3.939 -3.800
H17 -1.020 5.576 -3.631
H18 -0.878 4.525 -2.186
H19 0.749 3.679 -0.729
C10 -6.568 -0.941 4.850
C11 -6.253 -0.395 3.447
C12 -7.432 0.411 2.889
C13 -5.047 0.568 3.623
C14 -4.443 0.996 2.280
C15 -3.917 -0.222 1.520
C16 -5.008 -1.309 1.355
C17 -5.950 -1.019 0.171
C18 -4.202 -2.576 1.092
N2 -5.825 -1.458 2.555
O2 -6.716 -2.560 2.529
H20 -6.433 -0.130 5.566
H21 -7.574 -1.352 4.918
H22 -5.852 -1.723 5.109
H23 -7.784 1.106 3.655
H24 -7.306 0.898 1.925
H25 -8.276 -0.260 2.685
H26 -5.405 1.478 4.112
H27 -4.282 0.142 4.276
H28 -5.211 1.511 1.703
H29 -3.627 1.680 2.519
H30 -3.066 -0.692 2.009
H31 -3.640 0.074 0.505
H32 -5.470 -1.255 -0.782
H33 -6.257 0.026 0.188
H34 -6.849 -1.631 0.249
H35 -3.783 -3.078 1.967
H36 -3.414 -2.511 0.338
H37 -4.869 -3.336 0.662
H38 -6.328 -3.133 3.201
C19 2.463 -4.272 4.499
C20 3.477 -3.132 4.322
C21 2.752 -1.794 4.444
C22 4.483 -3.240 5.486
C23 5.567 -4.309 5.339
C24 6.192 -4.240 3.950
C25 5.240 -4.100 2.731
C26 6.148 -3.602 1.602
C27 4.790 -5.510 2.323
N3 4.203 -3.136 3.026
O3 3.415 -2.905 1.883
H39 2.919 -5.259 4.577
H40 1.840 -4.116 5.382
H41 1.775 -4.315 3.651
H42 2.447 -1.749 5.490
H43 3.453 -1.003 4.170
H44 1.884 -1.696 3.792
H45 4.876 -2.243 5.697
H46 3.875 -3.513 6.353
H47 6.313 -4.167 6.119
H48 5.170 -5.320 5.453
H49 6.745 -5.181 3.877
H50 6.944 -3.455 3.837
H51 5.582 -3.465 0.673
H52 6.955 -4.310 1.423
H53 6.603 -2.615 1.733
H54 4.182 -5.456 1.416
H55 4.266 -6.028 3.126
H56 5.655 -6.123 2.065
H57 3.752 -2.099 1.474
C28 -2.514 1.407 -3.615
C29 -2.308 0.028 -4.205
C30 -1.192 -0.614 -3.351
C31 -3.565 -0.810 -4.104
C32 -3.403 -2.194 -4.717
C33 -3.139 -1.973 -6.212
C34 -1.870 -1.141 -6.491
C35 -0.597 -1.947 -6.290
C36 -2.024 -0.644 -7.936
N4 -1.938 0.094 -5.653
O4 -0.760 0.870 -5.797
H58 -1.583 1.971 -3.484
H59 -3.151 2.066 -4.206
H60 -2.816 1.330 -2.568
H61 -1.187 -0.328 -2.296
H62 -1.152 -1.705 -3.286
H63 -0.201 -0.339 -3.724
H64 -3.883 -0.885 -3.057
H65 -4.436 -0.335 -4.565
H66 -2.620 -2.808 -4.266
H67 -4.297 -2.818 -4.649
H68 -4.027 -1.464 -6.590
H69 -3.127 -2.960 -6.680
H70 -0.419 -2.112 -5.231
H71 0.267 -1.470 -6.763
H72 -0.664 -2.895 -6.826
H73 -3.010 -0.258 -8.189
H74 -1.950 -1.525 -8.584
H75 -1.268 0.106 -8.164
H76 -0.019 0.272 -5.587
C37 2.535 -4.251 -1.786
O5 3.012 -3.360 -2.774
C38 4.155 -2.683 -2.313
C39 4.827 -1.950 -3.479
C40 4.008 -0.740 -3.945
N5 5.127 -2.915 -4.527
H77 3.194 -5.121 -1.771
H78 1.488 -4.523 -1.925
H79 2.490 -3.825 -0.774
H80 3.914 -1.959 -1.526
H81 4.918 -3.391 -1.961
H82 5.780 -1.558 -3.113
H83 2.987 -0.918 -4.284
H84 4.528 -0.412 -4.854
H85 4.074 0.049 -3.197
H86 4.336 -3.536 -4.689
H87 5.167 -2.453 -5.435
C41 0.698 -1.022 0.003
O6 -0.107 0.141 0.093
C42 -0.323 0.627 1.401
C43 -0.498 2.162 1.278
C44 -0.846 2.754 2.630
N6 -1.546 2.491 0.291
H88 0.405 -1.778 0.735
H89 1.772 -0.822 0.074
H90 0.407 -1.363 -0.993
H91 -1.180 0.124 1.859
H92 0.564 0.438 2.020
H93 0.453 2.529 0.883
H94 -1.724 2.266 3.057
H95 -1.016 3.828 2.570
H96 -0.037 2.565 3.340
H97 -1.406 1.851 -0.491
H98 -2.397 2.153 0.746
C45 -0.763 -0.341 5.685
O7 -0.572 -1.606 5.129
C46 -1.702 -2.234 4.599
C47 -1.313 -3.589 4.044
C48 -0.668 -3.634 2.644
N7 -2.470 -4.520 4.017
H99 -1.401 -0.372 6.579
H100 -1.296 0.323 4.990
H101 0.174 0.137 5.959
H102 -2.483 -2.294 5.373
H103 -2.209 -1.670 3.800
H104 -0.629 -4.123 4.715
H105 -0.269 -4.650 2.561
H106 0.265 -3.077 2.535
H107 -1.343 -3.413 1.820
H108 -2.080 -5.427 3.764
H109 -2.686 -4.711 4.998
C49 0.443 6.665 1.956
O8 1.334 7.581 1.334
H110 -0.360 7.297 2.334
H111 0.053 5.987 1.188
H112 0.927 6.083 2.745
H113 2.123 7.121 1.033
C50 -2.736 6.380 -0.112
O9 -3.923 7.159 0.063
H114 -2.796 5.905 -1.096
H115 -1.863 7.025 -0.192
H116 -2.615 5.670 0.705
H117 -4.666 6.570 -0.091
C51 3.073 3.591 2.541
O10 4.318 3.620 1.866
H118 2.308 3.854 1.806
H119 2.806 2.579 2.865
H120 3.066 4.285 3.381
H121 5.020 3.968 2.417

orbital gap: 8.209 eV
HOMO level: -7.862 eV
relative energy (zero: lowest compared OMol25 entry of this formula, charge and spin): 33.9 kcal/mol
SMILES: CC1(C)CCCC(C)(C)N1O.CC1(C)CCCC(C)(C)N1O.CC1(C)CCCC(C)(C)N1O.CC1(C)CCCC(C)(C)N1O.COC[C@H](C)N.COC[C@H](C)N.COC[C@H](C)N.CO.CO.CO



# 4
A structure of composition C18H17BrN3O2V, computed with the ωB97M-V functional and the def2-TZVPD basis.

Geometry (Å):
V1 -0.323 -0.292 -0.034
O1 -0.624 -3.868 -2.039
C1 0.560 -4.432 -1.683
C2 0.885 -5.649 -2.280
C3 2.076 -6.277 -1.984
C4 2.967 -5.715 -1.073
C5 2.649 -4.513 -0.476
C6 1.457 -3.849 -0.782
C7 1.289 -2.481 -0.190
O2 -0.075 -2.024 -0.048
N1 2.001 -1.496 -1.012
N2 1.350 -0.298 -1.118
C8 1.720 0.601 -1.970
C9 0.965 1.793 -2.187
Br1 -0.803 1.757 -1.366
C10 1.251 2.853 -2.974
C11 2.517 3.143 -3.607
C12 2.485 3.842 -4.823
C13 3.658 4.108 -5.501
C14 4.876 3.718 -4.958
C15 4.926 3.074 -3.726
C16 3.757 2.787 -3.050
H1 -0.921 -3.266 -1.351
H2 0.172 -6.083 -2.968
H3 2.309 -7.223 -2.454
H4 3.891 -6.218 -0.827
H5 3.331 -4.070 0.241
H6 1.687 -2.454 0.828
H7 2.367 -1.866 -1.883
H8 2.590 0.438 -2.600
H9 0.448 3.554 -3.181
H10 1.535 4.154 -5.240
H11 3.628 4.630 -6.447
H12 5.795 3.945 -5.481
H13 5.881 2.822 -3.286
H14 3.810 2.364 -2.055
C17 0.555 0.696 4.358
C18 0.324 0.417 2.966
N3 0.146 0.192 1.854
H15 0.105 -0.098 4.957
H16 0.100 1.655 4.612
H17 1.630 0.737 4.541

orbital gap (alpha / beta): 5.118 / 5.616 eV
spin multiplicity: 3
HOMO level (alpha / beta): -13.535 / -13.536 eV
relative energy (zero: lowest compared OMol25 entry of this formula, charge and spin): 5.5 kcal/mol
total charge: +2



# 5
A cluster of 16 separate species, C26H89O31P5 in total at a distorted geometry, computed with the ωB97M-V functional and the def2-TZVPD basis.

Geometry (Å):
C1 2.218 3.560 0.394
O1 2.070 4.507 1.465
H1 1.546 3.831 -0.437
H2 3.238 3.513 0.029
H3 1.922 2.557 0.751
H4 1.129 4.803 1.438
C2 2.864 -4.321 0.164
O2 3.704 -5.216 -0.617
H5 3.317 -3.326 0.325
H6 1.918 -4.200 -0.354
H7 2.721 -4.747 1.168
H8 4.568 -5.247 -0.193
C3 -0.324 0.821 5.975
O3 0.173 2.171 6.216
H9 -1.394 0.755 6.202
H10 -0.170 0.541 4.924
H11 0.246 0.148 6.609
H12 -0.369 2.791 5.721
C4 -2.147 -2.560 4.483
O4 -3.041 -1.653 3.945
H13 -1.435 -2.083 5.167
H14 -2.690 -3.353 4.988
H15 -1.539 -3.032 3.688
H16 -2.659 -1.233 3.150
C5 4.368 -1.287 5.979
O5 3.748 -2.119 5.038
H17 5.438 -1.516 6.107
H18 4.325 -0.215 5.716
H19 3.868 -1.362 6.944
H20 4.057 -1.870 4.133
C6 -4.750 -1.307 -0.083
O6 -5.922 -1.961 -0.576
H21 -4.250 -1.964 0.634
H22 -4.032 -1.039 -0.869
H23 -4.990 -0.433 0.544
H24 -6.407 -1.358 -1.145
C7 -3.270 4.185 -2.698
O7 -4.429 3.372 -2.722
H25 -2.532 3.912 -1.945
H26 -2.699 4.199 -3.641
H27 -3.553 5.239 -2.528
H28 -4.825 3.389 -3.593
C8 5.927 -1.902 2.545
O8 4.616 -1.363 2.536
H29 6.175 -2.313 3.524
H30 6.040 -2.664 1.771
H31 6.680 -1.108 2.389
H32 4.415 -1.157 1.577
C9 1.232 -4.585 6.212
O9 1.415 -3.164 6.078
H33 0.967 -5.065 5.259
H34 2.144 -5.080 6.572
H35 0.428 -4.726 6.933
H36 2.323 -2.972 5.737
C10 -2.888 -0.547 -3.695
O10 -1.966 0.521 -3.881
H37 -3.269 -0.925 -4.656
H38 -2.467 -1.402 -3.152
H39 -3.753 -0.168 -3.144
H40 -1.200 0.176 -4.393
C11 -1.387 4.326 1.629
O11 -0.528 5.439 1.351
H41 -1.564 3.823 0.675
H42 -0.911 3.607 2.298
H43 -2.355 4.561 2.081
H44 -1.002 6.271 1.366
C12 5.418 1.982 1.301
O12 4.939 1.780 -0.041
P1 5.108 0.431 -0.773
O13 4.470 -0.691 -0.084
O14 6.670 0.280 -0.885
C13 7.314 -0.941 -1.266
O15 4.588 0.790 -2.191
C14 4.558 -0.208 -3.233
H45 5.889 1.082 1.703
H46 4.572 2.237 1.938
H47 6.135 2.798 1.326
H48 7.472 -1.015 -2.349
H49 6.714 -1.822 -0.997
H50 8.278 -0.984 -0.772
H51 3.569 -0.655 -3.258
H52 5.353 -0.944 -3.099
H53 4.758 0.277 -4.184
C15 2.988 -1.546 -6.334
O16 2.752 -0.215 -5.780
P2 1.300 0.413 -5.945
O17 0.212 -0.389 -5.409
O18 1.487 1.829 -5.314
C16 1.422 1.937 -3.861
O19 1.193 0.707 -7.480
C17 2.053 1.724 -8.118
H54 3.506 -2.144 -5.568
H55 3.658 -1.499 -7.196
H56 2.092 -2.104 -6.613
H57 0.463 2.363 -3.582
H58 2.227 2.603 -3.538
H59 1.603 0.992 -3.345
H60 1.399 2.479 -8.537
H61 2.634 1.236 -8.906
H62 2.790 2.134 -7.429
C18 -9.449 4.999 1.298
O20 -8.103 5.355 1.628
P3 -7.205 4.264 2.343
O21 -7.640 2.897 2.212
O22 -5.773 4.585 1.778
C19 -5.307 3.884 0.622
O23 -7.105 4.761 3.826
C20 -6.861 6.132 4.203
H63 -9.514 4.909 0.214
H64 -10.130 5.777 1.639
H65 -9.767 4.061 1.752
H66 -5.374 4.494 -0.274
H67 -5.948 3.016 0.443
H68 -4.313 3.506 0.827
H69 -7.778 6.576 4.593
H70 -6.485 6.750 3.380
H71 -6.091 6.179 4.976
C21 -1.825 -4.083 -0.195
O24 -0.784 -4.661 -1.025
P4 -0.967 -4.848 -2.554
O25 -1.873 -3.943 -3.220
O26 0.529 -4.823 -3.063
C22 1.087 -3.564 -3.404
O27 -1.293 -6.374 -2.686
C23 -1.805 -6.844 -3.919
H72 -2.664 -3.691 -0.787
H73 -1.409 -3.167 0.228
H74 -2.175 -4.777 0.557
H75 0.432 -2.726 -3.156
H76 1.348 -3.535 -4.459
H77 2.012 -3.418 -2.827
H78 -2.898 -6.805 -3.927
H79 -1.514 -7.885 -4.042
H80 -1.449 -6.274 -4.779
C24 -1.803 1.388 -0.715
O28 -0.744 1.338 0.295
P5 -0.624 -0.038 1.045
O29 -1.850 -0.511 1.667
O30 -0.107 -1.021 -0.085
C25 1.125 -0.805 -0.725
O31 0.578 0.208 2.015
C26 1.066 -0.949 2.754
H81 -1.321 1.712 -1.634
H82 -2.577 2.102 -0.433
H83 -2.296 0.431 -0.885
H84 1.699 0.033 -0.324
H85 0.911 -0.669 -1.787
H86 1.795 -1.667 -0.642
H87 1.850 -1.457 2.200
H88 0.256 -1.619 3.056
H89 1.459 -0.595 3.706

orbital gap: 9.070 eV
HOMO level: -9.029 eV
relative energy (zero: lowest compared OMol25 entry of this formula, charge and spin): 7.9 kcal/mol



Question: What is the relative energy (zero: lowest compared OMol25 entry of this formula, charge and spin) in the first record?
Answer: 19.9 kcal/mol



Copy entry 4 word for word.
A structure of composition C18H17BrN3O2V, computed with the ωB97M-V functional and the def2-TZVPD basis.

Geometry (Å):
V1 -0.323 -0.292 -0.034
O1 -0.624 -3.868 -2.039
C1 0.560 -4.432 -1.683
C2 0.885 -5.649 -2.280
C3 2.076 -6.277 -1.984
C4 2.967 -5.715 -1.073
C5 2.649 -4.513 -0.476
C6 1.457 -3.849 -0.782
C7 1.289 -2.481 -0.190
O2 -0.075 -2.024 -0.048
N1 2.001 -1.496 -1.012
N2 1.350 -0.298 -1.118
C8 1.720 0.601 -1.970
C9 0.965 1.793 -2.187
Br1 -0.803 1.757 -1.366
C10 1.251 2.853 -2.974
C11 2.517 3.143 -3.607
C12 2.485 3.842 -4.823
C13 3.658 4.108 -5.501
C14 4.876 3.718 -4.958
C15 4.926 3.074 -3.726
C16 3.757 2.787 -3.050
H1 -0.921 -3.266 -1.351
H2 0.172 -6.083 -2.968
H3 2.309 -7.223 -2.454
H4 3.891 -6.218 -0.827
H5 3.331 -4.070 0.241
H6 1.687 -2.454 0.828
H7 2.367 -1.866 -1.883
H8 2.590 0.438 -2.600
H9 0.448 3.554 -3.181
H10 1.535 4.154 -5.240
H11 3.628 4.630 -6.447
H12 5.795 3.945 -5.481
H13 5.881 2.822 -3.286
H14 3.810 2.364 -2.055
C17 0.555 0.696 4.358
C18 0.324 0.417 2.966
N3 0.146 0.192 1.854
H15 0.105 -0.098 4.957
H16 0.100 1.655 4.612
H17 1.630 0.737 4.541

orbital gap (alpha / beta): 5.118 / 5.616 eV
spin multiplicity: 3
HOMO level (alpha / beta): -13.535 / -13.536 eV
relative energy (zero: lowest compared OMol25 entry of this formula, charge and spin): 5.5 kcal/mol
total charge: +2